A molecular structure, C39H55BN10O2OsSSeSi2. Source: the OMol25 dataset; level of theory: wB97M-V/def2-TZVPD.

Element x y z (Å)
Os: 0.025116 0.832251 -0.086516
Se: -0.126854 -0.880785 -1.707435
S: -1.438982 3.776446 3.106418
Si: 2.719293 -1.869348 -3.175681
Si: 0.664747 -3.838701 -1.468808
O: -4.095578 -3.134579 2.044894
O: -0.287943 -0.456970 1.584878
N: -1.786488 -1.093146 -3.823127
N: 1.064232 2.711233 2.956289
N: -4.226465 -0.868693 0.622353
N: -0.520702 2.298720 1.286997
N: 1.980956 0.539800 0.343103
N: -1.822409 2.524430 0.936607
N: 0.392779 2.335172 -1.423341
N: 2.944728 1.414612 -0.005200
N: 1.556185 3.009451 -1.474020
N: -0.281399 0.188795 -4.671404
C: -5.378519 -1.318277 1.344024
C: -1.126673 -0.429021 2.555181
C: -0.621229 -0.364452 3.884793
C: 1.470714 3.975894 -2.396899
C: -1.249123 0.313754 -7.012472
C: 2.067085 -2.321176 -4.871937
C: -6.561393 -0.603931 1.274162
C: 0.206551 3.946461 -2.959832
C: -3.228928 -1.413073 -5.886411
C: -0.321639 -4.427935 -2.947865
C: 3.282522 -0.104545 -2.931223
C: -0.470515 -3.657245 0.019084
C: -2.866404 -0.345586 4.802012
C: 3.943566 -0.334483 0.928317
C: -2.554485 -0.501147 2.398486
C: -5.293826 -2.514398 2.063123
C: -0.431129 2.887868 -2.319225
C: -3.020545 -0.607120 1.085594
C: 4.134691 0.906523 0.342550
C: -3.394349 -0.441830 3.553988
C: -0.636983 -0.431382 -3.530627
C: 1.415328 -2.106348 -1.807584
C: -3.883876 3.658595 1.670078
C: -0.150358 2.863925 2.406949
C: 4.201451 -2.930449 -2.784834
C: -2.442204 3.278034 1.772707
C: -3.275773 -1.019685 -7.206381
C: -3.950983 -4.314900 2.830372
C: -7.600717 -2.229270 2.684896
C: -2.303283 -0.167451 -7.758347
C: 0.836580 1.074860 -4.962721
C: -7.684681 -1.058524 1.947022
C: -1.458227 -0.325921 4.959568
C: -2.163425 -0.922316 -5.138180
C: -1.199598 -0.094832 -5.682199
C: 2.025997 -5.046569 -1.071409
C: -6.419441 -2.956892 2.748120
C: 2.565250 -0.520161 0.909381
C: -4.804747 2.564133 2.213048
B: 2.646039 2.903045 -0.361204
H: -3.508921 -0.286108 5.668480
H: 2.499578 0.645965 -2.983709
H: -6.384795 -3.869238 3.324660
H: 1.793789 2.373536 2.342077
H: -3.974157 -2.072282 -5.464060
H: 5.012882 -2.681410 -3.472244
H: 0.453212 -0.339051 4.004088
H: 4.083372 0.167017 -3.622250
H: 4.690412 -0.996881 1.327445
H: 2.683779 -4.676146 -0.283153
H: -4.078950 -1.375053 -7.835967
H: -0.689530 -4.642388 0.436205
H: 1.355507 3.335551 3.689592
H: 0.513089 2.109316 -4.917683
H: -1.039346 -0.269153 5.956640
H: -5.845262 2.873860 2.130206
H: -4.129186 -4.101854 3.885658
H: 1.195518 0.842978 -5.963753
H: -4.098973 3.852430 0.618814
H: -4.670798 1.638952 1.650018
H: -0.194632 4.610749 -3.703967
H: -8.610394 -0.504319 1.897396
H: 1.104412 -1.885219 -5.128278
H: -1.435602 2.511529 -2.434473
H: -6.593824 0.314565 0.701305
H: 1.635130 0.916624 -4.264416
H: -2.228503 -1.707653 -3.159994
H: -4.049154 4.591039 2.210377
H: -1.428813 -3.195384 -0.231069
H: 2.013204 -1.811470 -0.938057
H: -4.629569 -5.097516 2.488634
H: 2.636796 -5.283190 -1.940814
H: 5.032652 1.475220 0.171410
H: 2.300306 4.641177 -2.563101
H: 2.784051 -2.006290 -5.633619
H: 1.965838 -3.404448 -4.960337
H: -4.466637 -0.448089 3.433012
H: -0.508857 0.970761 -7.445299
H: 2.210508 3.449100 0.628418
H: -4.593251 2.354753 3.261803
H: -0.943965 -3.647877 -3.381376
H: -2.384999 0.116716 -8.797898
H: 4.560450 -2.739619 -1.771406
H: 1.960784 -1.331556 1.276960
H: 4.011733 -3.997259 -2.881181
H: 0.326289 -4.800718 -3.743170
H: -0.979478 -5.246937 -2.651998
H: 1.587778 -5.982671 -0.719199
H: -0.014192 -3.058742 0.811248
H: 3.686933 -0.033026 -1.923796
H: 3.655998 3.406046 -0.761237
H: -2.923711 -4.636914 2.693154
H: -4.339358 -0.819900 -0.379649
H: -8.467031 -2.591133 3.221173
H: -2.276242 -0.471848 0.304573

Force components x, y, z for each atom (eV/Å):
-0.34 1.13 0.64
0.54 -0.50 0.63
-0.01 0.00 0.02
0.00 0.06 0.11
0.04 0.10 0.14
-0.04 -0.03 -0.02
0.02 -0.21 -0.14
0.13 0.06 0.13
0.06 -0.07 0.02
-0.03 0.11 -0.07
0.25 -0.19 0.13
-0.13 -0.06 -0.24
-0.03 -0.05 -0.08
0.04 0.10 -0.29
0.02 0.06 0.04
0.13 -0.13 -0.02
0.20 0.19 0.28
-0.03 0.02 -0.02
0.08 0.05 0.03
-0.01 -0.06 0.07
-0.09 0.04 0.05
-0.02 0.02 -0.08
0.08 0.07 0.02
0.00 -0.01 0.01
0.02 0.02 -0.04
-0.06 -0.02 -0.07
0.13 -0.03 0.01
0.10 -0.04 -0.17
-0.01 -0.07 -0.02
-0.07 -0.01 -0.08
0.02 0.08 -0.01
-0.10 0.09 -0.09
-0.03 -0.01 0.05
0.01 0.03 0.04
0.11 -0.08 0.08
0.02 0.01 0.11
0.05 -0.02 0.07
-0.71 -0.39 -1.53
-0.11 -0.57 -0.47
-0.01 0.00 -0.01
-0.05 0.01 -0.01
-0.08 -0.05 0.05
-0.02 0.02 0.04
-0.01 -0.04 0.09
0.01 -0.01 0.01
0.01 0.02 -0.01
0.06 0.04 0.00
0.01 0.05 -0.12
0.01 -0.02 0.01
0.06 0.01 -0.03
-0.01 -0.03 0.08
0.03 0.10 0.12
-0.04 0.01 0.02
0.02 -0.02 0.00
0.05 0.00 0.05
0.04 -0.01 -0.01
-0.08 0.02 -0.01
-0.01 0.00 0.01
0.17 0.02 0.31
0.00 0.00 0.00
-0.03 0.05 0.02
-0.01 0.00 0.01
0.00 0.04 -0.01
0.03 0.01 0.00
-0.04 0.07 -0.05
0.02 0.00 0.00
0.03 0.01 0.00
-0.01 0.00 -0.01
0.01 -0.04 0.00
-0.01 0.00 -0.01
-0.07 0.09 0.01
0.00 0.00 0.01
-0.01 0.00 0.00
0.00 0.00 0.00
0.02 -0.03 0.05
0.00 0.01 0.00
0.00 0.05 0.03
-0.01 0.00 -0.04
-0.01 0.01 0.00
-0.10 0.03 -0.02
-0.02 -0.01 -0.02
0.00 0.00 -0.01
-0.01 0.01 0.01
0.01 -0.05 0.10
0.00 0.02 -0.02
0.01 0.00 0.00
-0.23 0.09 0.04
0.00 -0.01 0.00
0.00 -0.02 0.00
0.01 0.00 -0.01
0.03 0.00 -0.01
0.02 0.00 -0.02
0.02 -0.01 0.03
-0.05 -0.01 -0.01
-0.01 0.00 -0.01
0.02 0.01 -0.02
-0.01 0.00 0.01
-0.09 0.10 -0.05
0.00 0.00 -0.01
0.02 -0.01 0.01
-0.01 -0.01 0.01
0.02 -0.01 -0.03
0.01 0.00 0.01
-0.01 -0.03 0.01
-0.02 -0.01 0.02
0.01 0.03 0.02
0.13 -0.11 0.06
0.01 0.00 -0.01
0.01 -0.01 0.00
0.02 -0.03 0.03
-0.01 -0.01 0.00
-0.04 -0.03 0.05

total charge: +2
lowest unoccupied orbital energy: -5.113 eV
total energy: -155402.295 eV
energy relative to the best compared isomer or geometry (same formula, charge and spin): 27.06 kcal/mol
maximum force: 0.0337 hartree/bohr